C18H31ClNO4S2 | the ωB97M-V functional and the def2-TZVPD basis

The value obtained for the highest occupied orbital energy is -5.6260 eV. As for the LUMO energy: 1.906 eV. For the maximum force, the calculation gives 7.4 eV/Å. As for the total charge: -1. Its HOMO-LUMO gap is 0.2768 Eh. The spin multiplicity is 1.

Positions of all 57 atoms, in Å:
O: 3.355 -5.873 -0.289
S: 2.270 -4.941 0.379
O: 2.003 -5.599 1.787
C: 3.072 -3.242 0.499
C: 2.036 -2.019 0.843
C: 1.196 -1.459 -0.479
Cl: 2.351 -0.870 -1.856
N: 0.884 -4.983 -0.684
S: -0.626 -5.043 0.192
O: -0.977 -6.436 0.786
O: -0.568 -4.024 1.396
C: -2.058 -4.490 -0.945
C: -2.784 -3.243 -0.165
C: -4.136 -2.662 -0.890
C: -4.524 -1.260 -0.065
C: -3.974 0.198 -0.626
C: -4.308 1.599 0.209
C: -5.195 1.461 1.616
C: -5.771 -0.010 2.159
C: -5.426 -1.375 1.314
H: 3.878 -3.270 1.368
H: 3.601 -3.047 -0.528
H: 2.712 -1.097 1.185
H: 1.327 -2.232 1.772
H: 0.645 -0.463 -0.119
H: 0.429 -2.245 -0.891
H: -2.817 -5.396 -1.105
H: -1.673 -4.192 -2.030
H: -3.108 -3.658 0.901
H: -1.971 -2.381 -0.083
H: -4.007 -2.367 -2.015
H: -5.084 -3.350 -0.793
H: -3.341 0.185 -1.611
H: -3.911 2.666 -0.143
H: -5.458 2.396 2.304
H: -6.394 -0.071 3.175
H: -5.762 -2.474 1.633
C: 2.345 6.670 -0.673
C: 3.442 5.681 -0.307
C: 3.507 4.475 -1.249
C: 2.256 3.589 -1.266
C: 1.845 3.010 0.090
C: 2.892 2.086 0.691
H: 1.353 6.216 -0.602
H: 2.368 7.525 0.010
H: 2.482 7.046 -1.691
H: 3.312 5.353 0.729
H: 4.407 6.203 -0.346
H: 4.380 3.869 -0.981
H: 3.691 4.832 -2.270
H: 2.428 2.763 -1.968
H: 1.412 4.157 -1.675
H: 0.915 2.442 -0.043
H: 1.614 3.814 0.797
H: 3.106 1.250 0.018
H: 2.531 1.674 1.639
H: 3.828 2.614 0.895


C5H3ClO4 | the ωB97M-V functional and the def2-TZVPD basis

The value obtained for the highest occupied orbital energy is 0.0093 eV. As for the LUMO energy: 5.821 eV. For the maximum force, the calculation gives 4.9 eV/Å. As for the total charge: -2. Its HOMO-LUMO gap is 0.2136 Eh. The spin multiplicity is 1.

Positions of all 13 atoms, in Å:
C: 0.722 -0.244 -2.569
C: -0.225 0.455 2.465
C: -0.256 -0.297 -0.315
C: -0.509 0.009 -1.619
C: -0.781 -0.512 1.694
O: 1.880 -0.415 -2.074
O: -0.111 0.433 3.704
O: 0.347 -0.326 -3.713
O: 0.221 1.575 1.756
Cl: -1.041 -2.181 2.177
H: 0.280 1.402 0.783
H: 0.828 -0.494 -0.335
H: -1.354 0.595 -1.953